127
Properties=species:S:1:pos:R:3:forces:R:3 method="wB97M-V/def2-TZVPD" fmax_ev_per_a=5.23 e_lumo_ha=0.021 homo_lumo_gap_ev=8.85
Ca 3.1334 21.0613 17.8088 -0.101 0.472 0.678
S -0.3240 21.5814 17.4393 -1.083 2.904 -2.566
S 6.0015 21.2032 18.3690 -2.180 -0.708 -1.756
P 3.4456 23.7112 20.4698 0.254 0.064 -0.194
P 3.1257 18.6315 15.0634 -0.441 1.561 1.441
P 3.7900 23.4898 15.0011 1.152 2.409 -1.617
P 1.9211 18.5948 20.4797 -0.572 -2.115 0.712
F -1.4554 19.9107 19.3437 -1.020 1.418 -0.508
F -2.9598 20.8511 17.9214 0.777 -0.469 0.553
F 7.3969 22.7319 20.1568 -0.408 -0.354 0.438
F -1.6224 19.2054 17.4151 -0.484 -1.028 -1.770
F 6.0880 21.2107 21.0285 -1.097 -0.166 2.037
F 7.9765 20.6510 20.0766 -0.992 0.413 0.581
O 4.4450 18.9186 14.1411 -1.340 -0.768 1.092
O 2.7726 25.2040 20.4077 1.381 -1.946 -0.501
O 3.1554 19.3951 16.3901 0.076 -2.224 -3.657
O -0.3482 22.7350 18.3025 -1.010 -0.264 0.655
O 2.8323 22.5856 19.6510 1.310 2.954 1.980
O 5.0788 22.3604 18.1458 1.998 -0.998 0.734
O 5.1860 19.9825 18.5883 0.265 0.761 1.281
O 2.2833 19.8213 19.7213 -0.351 -0.739 0.950
O 3.3672 22.3096 15.7747 -0.267 -0.533 0.096
O -0.6128 21.9170 16.0127 -0.542 -1.384 2.284
O 3.5549 23.4555 22.0537 0.284 0.308 -1.153
O 3.1182 17.0547 15.3248 -1.297 0.567 -0.526
O 0.9480 20.9201 17.5391 -0.036 -1.997 0.186
O 4.9827 24.1304 20.1567 -2.147 -2.893 -0.607
O 6.8433 20.9259 17.2299 1.435 1.044 1.088
O 1.8186 18.9360 14.1275 2.136 0.165 1.378
N 3.0977 18.1294 21.6640 -2.553 -0.226 1.683
N 0.2955 18.6248 21.2015 2.184 2.548 -0.795
N 2.5303 24.0086 13.9316 3.405 2.109 1.158
N 1.9114 17.2358 19.4595 0.543 0.928 0.550
N 4.2156 24.8823 16.0193 0.612 -2.504 -3.943
N 5.1546 23.1094 13.9781 0.008 0.284 0.767
C 3.3479 22.1875 22.6892 -2.283 0.662 0.713
C 5.8769 23.9979 13.0533 -1.478 1.264 0.818
C 4.5076 18.2070 21.4749 0.826 0.543 -1.761
C 0.4456 19.0516 14.6461 0.526 0.382 0.953
C 5.0180 16.9299 16.7746 0.510 1.302 1.693
C 3.9261 17.3750 12.1165 0.745 0.831 1.481
C 3.1235 25.4331 16.7045 -0.588 0.621 0.903
C -0.1860 17.7971 14.3673 -2.808 -3.277 -0.770
C 4.3543 18.7812 12.7300 -1.322 -0.901 -2.507
C 5.6079 26.2995 20.1634 -0.443 0.527 -0.134
C 1.2922 17.3155 18.1602 -1.833 -0.549 0.021
C 2.1448 15.8486 19.8979 1.425 1.270 0.503
C 1.3224 23.3066 13.7066 -0.914 -0.722 0.256
C 1.4996 25.5297 20.9058 -1.199 0.310 1.471
C 5.6830 24.9961 20.9670 1.040 3.160 0.158
C -0.4077 17.4927 21.7323 0.557 0.062 0.321
C 2.7987 17.3936 22.9387 1.408 0.156 -0.158
C 5.9683 21.9546 14.3671 -0.747 -0.107 -0.358
C 4.2309 21.9488 23.8370 2.211 -1.384 0.113
C 1.2548 27.0277 20.6611 0.656 -0.424 -1.307
C -1.7380 20.3286 18.0717 2.222 1.028 0.524
C -0.2030 19.9613 21.6847 1.552 0.006 -0.779
C 4.2512 16.2796 15.6999 1.020 -0.356 -0.597
C 5.5570 25.0575 16.5724 -1.128 -0.905 0.908
C 6.8961 21.4937 20.0962 2.259 -0.265 -4.715
C 2.7493 25.2984 13.1904 -0.594 -0.573 -0.135
H 4.6992 19.0072 20.7601 0.310 0.009 -0.023
H -0.2828 16.6602 21.0398 -0.204 -0.202 0.371
H 1.9116 17.3413 17.2637 0.370 -0.276 0.501
H 2.9208 25.1127 12.1301 0.228 -0.190 -0.110
H 0.4827 23.9732 13.9032 -0.263 -0.168 0.107
H 2.2180 16.4720 22.9003 -0.616 0.484 -0.236
H 5.1158 18.0039 16.6165 0.571 -0.051 -0.287
H -1.2923 19.9818 21.7148 0.238 -0.042 0.048
H -1.4600 17.7392 21.8739 -0.090 -0.021 -0.440
H 5.3622 25.3615 17.6008 0.370 0.157 0.050
H 1.1895 22.8848 12.7103 0.330 0.249 -0.482
H 1.4587 25.3275 21.9761 0.377 0.090 0.344
H 5.5850 23.8034 12.0213 0.207 -0.061 -0.081
H 3.1803 16.9706 12.8008 -0.213 -0.374 -0.531
H -1.1926 17.7487 14.7827 -0.375 0.684 0.136
H 5.5812 25.0139 13.3148 -0.195 0.270 -0.410
H 3.5488 26.2490 17.2889 -0.569 0.319 0.082
H 5.1107 18.3641 22.3692 -0.452 0.347 0.282
H 4.6163 26.3514 19.7138 0.023 0.168 0.111
H 6.5452 21.5671 13.5274 -0.121 0.249 -0.427
H 2.3874 22.3914 23.1625 -0.787 -1.034 -0.670
H 6.3008 26.2016 19.3276 0.165 0.304 0.125
H 3.9885 15.2762 16.0351 -0.808 0.101 -0.348
H 6.7573 24.8145 20.9990 -0.210 -1.044 0.062
H 5.3465 25.0983 21.9987 -0.419 -0.251 -0.144
H 2.0814 27.6604 20.9844 0.013 -0.278 0.776
H 1.3578 27.1645 19.5847 -0.567 0.038 -0.287
H 3.4248 21.3697 21.9727 -0.557 0.054 -0.012
H 0.7459 24.8351 20.5348 -0.176 0.393 -0.748
H 1.8931 25.9730 13.1984 -0.633 -0.394 0.342
H 5.9671 24.0569 16.7091 0.793 0.290 -0.359
H 5.2777 19.0024 12.1948 0.269 0.574 0.912
H 0.3045 27.4455 20.9936 0.068 -0.386 0.096
H -0.0946 19.9028 14.2318 0.677 0.105 -0.321
H 4.2857 22.6708 24.6518 0.241 0.360 -0.579
H 4.8467 16.1750 14.7930 0.174 -0.120 -0.024
H 1.3823 15.4822 20.5852 -0.007 -0.294 -0.161
H 6.7078 22.2224 15.1217 -0.322 -0.470 0.441
H 3.7595 17.0279 23.3009 0.347 -0.458 -0.556
H 3.5314 25.9697 13.5453 0.369 -0.730 0.419
H 0.5456 18.0995 18.0335 0.272 0.451 0.406
H 0.2599 20.3796 22.5785 -0.240 -0.890 0.971
H -0.0327 17.3042 22.7382 -0.033 -0.750 0.143
H 6.9597 24.0732 13.1532 0.085 -0.846 0.261
H 2.3684 25.7897 16.0040 -0.198 0.137 0.216
H 5.1508 21.6305 23.3466 1.069 0.981 0.643
H 2.3449 15.1713 19.0676 -0.583 0.201 -0.212
H 5.7469 27.2400 20.6965 0.389 -0.141 0.166
H 0.3426 19.1416 15.7275 1.057 0.636 0.109
H 4.0685 20.9940 24.3370 -1.068 -0.123 -0.068
H 0.6778 16.4185 18.2387 -0.290 -0.223 -1.289
H 5.2222 21.1861 14.5697 0.763 -0.267 0.939
H 3.1207 15.8929 20.3814 -0.106 -0.400 0.617
H 0.1911 20.7251 21.0143 -0.542 -0.128 -0.710
H 4.9067 17.2944 21.0323 0.107 -0.316 -0.173
H 2.6930 24.7101 17.3973 -0.435 0.027 0.236
H -0.3787 17.5067 13.3346 0.487 0.356 -0.326
H 5.9925 16.4997 17.0054 0.024 -0.117 -0.462
H 4.4950 16.9449 17.7308 -0.391 -0.348 0.079
H 3.5745 19.4759 12.4179 0.237 0.200 -0.207
H 0.1802 16.8927 14.8531 1.005 0.250 0.086
H 1.2654 22.4375 14.3620 -0.110 0.261 0.297
H 6.1747 25.8194 16.0969 0.068 -0.270 -0.335
H 4.7849 16.7069 12.0509 0.017 -0.105 0.335
H 2.6510 18.0161 23.8212 -1.313 0.445 -0.278
H 3.5816 17.4723 11.0870 -0.346 0.329 0.242